# C61H111N10O10PdS9

A structure of composition C61H111N10O10PdS9 (ωB97M-V/def2-TZVPD, the OMol25 dataset).

charge = +1
⟨S²⟩ = 2.00
LUMO level (alpha / beta) = -1.890 / -2.012 eV
spin multiplicity = 3
HOMO energy (alpha / beta) = -9.274 / -9.270 eV
orbital gap (alpha / beta) = 7.38 / 7.26 eV

```
202
Properties=species:S:1:pos:R:3:forces:R:3
Pd -10.75097 8.65613 -17.21126 -3.029 0.484 1.136
C -15.24777 9.44861 -18.31997 0.552 0.199 0.764
C -14.11624 9.56360 -17.22777 1.795 0.419 -1.760
C -14.65523 9.47153 -15.85947 -0.982 -0.180 0.821
O -12.94917 8.75372 -17.35010 -1.471 -1.053 -0.842
H -15.91679 8.59274 -18.23054 0.404 -0.339 -0.133
H -14.84976 9.62404 -19.31943 0.118 -0.723 -0.121
H -15.90772 10.30847 -18.20510 -0.146 0.236 0.359
H -13.77856 10.58101 -17.42508 0.176 0.852 0.224
H -15.41908 10.21098 -15.61894 -0.043 0.360 -0.126
H -13.86060 9.58030 -15.12134 0.002 -0.307 0.064
H -15.19828 8.52875 -15.79352 0.339 -0.332 0.441
C -16.26217 8.50705 -22.52440 -0.153 -1.049 -0.642
S -15.05311 8.42579 -23.96480 0.437 1.731 1.550
O -15.00075 9.82427 -24.52806 -0.241 -0.853 0.153
C -13.47259 8.34643 -22.93353 -0.771 0.067 0.241
H -17.27858 8.65249 -22.89027 0.217 0.779 -0.582
H -16.02096 9.22052 -21.73644 0.254 0.000 -0.261
H -16.42929 7.50423 -22.13132 0.862 -0.273 0.357
H -13.12407 7.31790 -22.83988 0.010 0.096 -0.078
H -13.64039 8.76372 -21.94065 -0.420 -0.252 0.166
H -12.72759 9.03128 -23.33856 -0.166 -0.298 -0.769
C -11.63559 12.69415 -15.62860 -0.136 -0.493 -1.643
S -10.37749 12.26509 -16.87992 0.962 -0.228 -0.269
O -10.57875 10.82094 -17.31765 -0.433 3.531 0.369
C -10.88962 13.39968 -18.26840 -0.157 -0.618 1.171
H -11.38967 12.07575 -14.76535 -0.318 0.330 -0.038
H -12.54200 12.38665 -16.15011 -0.429 -0.214 0.591
H -11.68733 13.77248 -15.47814 0.336 -0.138 0.279
H -11.74604 12.91780 -18.74004 0.131 0.118 -0.354
H -10.01632 13.57398 -18.89695 -0.198 -0.317 -0.067
H -11.18561 14.35998 -17.84612 -0.038 -0.053 0.113
C -20.28632 12.99328 -16.22120 0.641 1.131 0.208
S -21.19065 14.29415 -17.16527 -1.957 -0.214 2.450
O -22.63267 14.00852 -16.83154 0.257 -0.102 -1.012
C -20.85488 15.70911 -16.03890 1.801 0.285 -0.026
H -20.32742 13.16767 -15.14603 -0.317 0.251 -0.103
H -19.24888 13.18703 -16.49372 0.202 -0.626 -0.114
H -20.63618 11.97431 -16.38675 -0.054 0.258 -0.602
H -20.98543 16.68042 -16.51599 -0.298 -0.329 -0.385
H -19.78576 15.64141 -15.83765 0.352 0.109 -0.087
H -21.28622 15.77004 -15.03973 -0.732 -0.876 -0.279
C -11.51726 4.38864 -17.13533 -0.555 0.437 0.254
S -11.42839 5.47659 -15.68071 -0.439 1.011 0.418
O -10.91346 6.87065 -16.06644 -0.825 -2.735 1.200
C -13.25487 5.68415 -15.30339 0.217 -0.534 -1.171
H -12.08120 3.50108 -16.84844 0.155 -0.077 0.227
H -10.49076 4.12802 -17.39313 -0.207 0.074 -0.103
H -12.06748 4.86577 -17.94633 0.276 0.165 -0.109
H -13.86584 4.80246 -15.10996 0.809 -0.682 0.256
H -13.66280 5.98391 -16.26871 -0.074 1.021 0.266
H -13.42394 6.33831 -14.44806 0.344 0.401 -0.489
C -13.22316 8.46728 -9.37048 0.421 -1.415 0.269
S -11.81170 9.28281 -8.55012 1.256 -1.076 -0.710
O -10.51139 8.48895 -8.85127 -2.400 1.390 -0.059
C -11.76606 10.80468 -9.57323 0.257 -0.745 0.279
H -14.19944 8.84768 -9.07002 0.220 0.596 -0.309
H -13.24375 7.43773 -9.01310 0.316 -0.049 0.637
H -13.09871 8.27225 -10.43564 0.049 0.881 0.002
H -12.54254 11.48508 -9.22361 0.167 0.041 0.061
H -11.90198 10.59698 -10.63459 0.063 -0.162 0.093
H -10.75221 11.14996 -9.37075 -0.165 0.397 -0.062
C -9.87572 8.61009 -21.88670 -0.519 0.503 0.919
S -10.74291 9.77902 -20.66277 1.160 0.104 -0.610
O -10.15646 9.48031 -19.29533 0.162 0.395 -2.915
C -9.94208 11.35695 -21.29052 -0.081 -0.861 0.977
H -8.90008 8.37850 -21.45940 -0.101 -0.086 0.241
H -9.70105 8.99519 -22.89134 -0.444 0.286 0.099
H -10.54635 7.75087 -21.89670 0.295 -0.123 -0.172
H -10.48769 11.72963 -22.15743 0.067 -0.079 0.079
H -8.88122 11.19049 -21.47749 -0.095 -0.138 -0.289
H -9.99709 12.03841 -20.44159 -0.306 0.049 -0.194
C -6.88004 9.74808 -19.05563 -0.032 -0.822 0.019
S -7.66603 9.96817 -17.41099 -0.904 -0.083 0.562
O -8.68694 8.84231 -17.15182 3.829 0.631 -0.169
C -6.29890 9.61520 -16.27217 0.253 -1.013 -0.661
H -6.63812 8.71383 -19.30035 -0.379 -0.238 0.370
H -5.92758 10.24932 -19.22791 -0.266 0.672 0.521
H -7.66051 10.08011 -19.74027 0.173 0.078 0.036
H -6.58826 9.68944 -15.22390 -0.261 0.485 -0.269
H -5.41735 10.20140 -16.53169 -0.220 0.309 0.143
H -6.02511 8.57074 -16.42131 0.001 -0.135 -0.095
C -7.80297 5.69595 -17.58718 0.240 0.085 -0.608
S -8.59275 6.61070 -18.96216 -1.345 -1.608 0.834
O -9.93124 6.91072 -18.34360 0.187 -0.761 -1.946
C -8.93693 5.15763 -20.11939 0.736 0.052 0.311
H -8.50369 5.08100 -17.02244 -0.258 -0.115 -0.584
H -7.43879 6.40509 -16.84382 0.277 0.189 -0.430
H -7.03513 5.10536 -18.08693 0.307 -0.063 0.562
H -8.75914 5.45961 -21.15152 -0.108 0.215 0.085
H -9.93553 4.73194 -20.02102 -0.149 0.559 0.298
H -8.25147 4.33620 -19.91083 0.233 0.145 0.096
C -9.70835 10.54441 -12.88666 0.247 -1.006 -0.286
S -11.02941 9.58422 -13.65448 1.146 -2.521 -1.518
O -10.47809 9.18858 -15.05532 -0.632 1.656 2.557
C -10.74432 7.99270 -12.73575 -0.103 0.205 0.431
H -9.65753 10.30106 -11.82539 -0.422 0.642 0.145
H -9.83566 11.58367 -13.18971 0.215 -0.068 0.416
H -8.79918 10.09236 -13.28307 0.095 0.307 -0.341
H -9.82542 7.47830 -13.01704 0.148 0.543 -0.596
H -11.54941 7.28573 -12.93605 -0.205 0.347 -0.135
H -10.65542 8.13780 -11.65911 -0.335 0.302 0.158
N -18.71778 14.14497 -11.53628 0.346 0.809 1.318
C -19.82023 14.79229 -10.99933 1.400 0.316 0.225
C -20.90683 14.32208 -11.65653 -1.347 1.451 1.687
C -20.48039 13.39281 -12.54880 0.722 -2.708 -2.168
C -19.10664 13.23879 -12.46219 -0.748 -0.016 -0.127
H -17.78086 14.33908 -11.21286 -0.333 -0.264 -0.088
H -19.68095 15.49678 -10.19268 -0.151 0.005 -0.160
H -21.92689 14.57001 -11.40273 0.052 0.098 -0.248
H -21.11237 12.80078 -13.19417 0.004 -0.014 0.059
H -18.41235 12.53267 -12.89319 -0.131 0.249 -0.245
N -14.80508 14.20924 -20.74009 -0.380 -0.231 0.695
C -14.61072 13.54864 -21.89066 0.754 0.314 -1.198
C -14.05674 12.31164 -21.63327 -0.363 -0.039 -0.002
C -14.00738 12.17338 -20.22232 -1.018 1.715 0.819
C -14.53262 13.38349 -19.68249 1.183 -0.964 -0.423
H -15.04854 15.18946 -20.74056 -0.226 -0.279 0.449
H -14.80604 14.11360 -22.79015 0.120 -0.468 -0.252
H -13.77135 11.57858 -22.37325 -0.110 0.025 -0.024
H -13.72042 11.31147 -19.63822 0.129 0.099 -0.063
H -14.61517 13.74867 -18.66946 -0.054 -0.184 -0.004
N -19.12371 8.24311 -19.98557 2.116 0.085 -1.660
C -20.30821 7.81348 -19.60211 -2.542 0.811 -0.255
C -20.12966 6.90525 -18.62548 -0.808 -1.009 1.440
C -18.73848 6.75220 -18.41244 -0.807 -1.308 0.281
C -18.16570 7.49196 -19.37847 2.048 1.464 -0.082
H -18.93576 8.85853 -20.76405 -0.119 0.052 0.128
H -21.18176 8.24906 -20.06425 -0.181 -0.234 0.229
H -20.90037 6.36535 -18.09546 -0.046 0.141 -0.019
H -18.33752 6.08716 -17.66186 0.389 0.112 -0.256
H -17.13727 7.67851 -19.65036 -0.004 -0.143 0.176
N -17.32613 11.59967 -21.10492 0.458 0.954 -1.245
C -17.98039 11.81900 -19.91965 1.341 -0.606 -0.932
C -19.28698 11.49520 -20.14859 -0.077 -0.625 1.687
C -19.40902 11.07681 -21.46887 0.138 0.066 -2.064
C -18.18105 11.28042 -22.13702 -1.091 -0.445 2.362
H -16.34143 11.74246 -21.27836 0.083 0.356 0.252
H -17.33835 12.02983 -19.07719 -0.496 0.085 0.279
H -19.97396 11.30433 -19.33741 -0.348 0.344 -0.183
H -20.27951 10.57923 -21.87021 -0.160 0.488 -0.290
H -17.87956 11.30172 -23.17387 0.047 -0.402 0.178
N -19.32438 9.50772 -16.40963 0.165 1.896 0.401
C -18.57138 10.16087 -15.43110 0.411 -0.059 -1.040
C -19.19283 9.99441 -14.22592 1.004 -0.026 -0.386
C -20.31226 9.19648 -14.48049 -2.061 1.155 0.593
C -20.51091 9.13182 -15.84909 0.701 -1.644 0.699
H -19.09402 9.47488 -17.39246 -0.120 0.046 0.047
H -17.63554 10.64496 -15.66829 -0.061 -0.033 -0.121
H -18.79639 10.31142 -13.27263 -0.114 -0.097 -0.058
H -20.95289 8.93397 -13.65159 -0.466 -0.240 -0.464
H -21.30406 8.70749 -16.44680 0.170 -0.142 0.130
N -16.25132 14.22328 -13.56106 -1.817 2.472 0.356
C -17.15053 14.79562 -14.43055 0.404 0.041 -1.182
C -16.87471 14.26303 -15.67518 -0.842 0.175 -0.154
C -15.87379 13.30073 -15.49976 1.183 -0.990 -0.721
C -15.43314 13.40107 -14.23517 0.493 -1.221 2.643
H -16.27220 14.53285 -12.59990 0.701 -0.400 -0.279
H -17.86515 15.56318 -14.17256 0.153 -0.142 0.282
H -17.29669 14.50124 -16.64036 -0.407 0.093 0.250
H -15.52769 12.45474 -16.07501 0.026 0.478 -0.790
H -14.78797 12.84691 -13.56953 0.370 -0.455 -0.727
N -15.75128 11.25773 -11.13615 -2.378 1.317 0.772
C -16.65880 10.22365 -11.19841 0.354 0.742 1.089
C -15.94509 9.16053 -11.62310 -1.962 -1.557 -0.190
C -14.66071 9.58590 -11.90500 1.011 -2.846 -1.728
C -14.56344 10.86976 -11.61380 1.624 2.219 0.466
H -16.01570 12.09679 -10.63999 0.535 0.056 -0.346
H -17.64648 10.33591 -10.77618 0.038 -0.047 -0.197
H -16.38200 8.18113 -11.75078 0.253 -0.006 -0.076
H -13.97367 8.91991 -12.40582 0.426 0.357 0.122
H -13.71553 11.53741 -11.65506 -0.155 0.037 -0.072
N -17.96298 7.31247 -14.67454 0.151 -0.179 -0.284
C -16.74341 7.01748 -14.12128 -0.699 -0.259 -0.277
C -16.72418 5.64515 -14.00409 3.048 1.144 1.194
C -17.88120 5.15759 -14.49392 -1.653 -3.175 -0.516
C -18.67766 6.15516 -14.92161 0.142 1.618 -0.282
H -18.25512 8.25490 -14.89039 0.044 -0.342 0.063
H -16.01611 7.77454 -13.86770 -0.259 -0.065 -0.099
H -15.91410 5.05164 -13.60672 0.001 0.059 0.083
H -18.06544 4.09345 -14.50244 -0.412 0.052 -0.207
H -19.60996 6.15512 -15.46677 0.031 0.130 0.315
N -13.45354 6.35108 -19.55444 -1.149 -0.171 -0.460
C -14.60714 5.65843 -19.80250 -0.242 -0.741 -0.204
C -14.41361 4.77512 -20.85879 1.178 0.928 0.407
C -13.03979 4.97046 -21.25023 -0.509 0.897 -0.135
C -12.52396 6.01746 -20.49087 0.325 -1.149 0.274
H -13.44567 7.07911 -18.85443 0.662 0.586 0.297
H -15.46294 5.79193 -19.15739 -0.035 0.079 -0.118
H -15.12424 4.12802 -21.35140 0.008 -0.003 0.321
H -12.54394 4.50613 -22.08983 0.039 -0.072 0.101
H -11.51829 6.40285 -20.41021 -0.133 0.071 -0.071
N -19.58857 15.19278 -19.98658 -0.475 2.415 -0.191
C -20.25026 16.41602 -19.89079 0.317 -0.458 0.141
C -19.61210 17.14041 -18.88686 -3.248 1.765 -2.099
C -18.54075 16.46173 -18.42129 0.995 -2.012 0.928
C -18.56173 15.27284 -19.12378 1.517 -1.939 0.233
H -19.72574 14.45735 -20.66513 -0.036 0.128 0.204
H -21.05649 16.69607 -20.55257 -0.014 -0.155 0.208
H -19.99814 18.11129 -18.61345 0.239 0.039 0.225
H -18.04783 16.66203 -17.48144 0.557 0.053 -0.378
H -17.92523 14.40078 -19.15171 0.324 0.133 0.585
```
Positions in Å, forces in eV/Å.